74
Properties=species:S:1:pos:R:3 method="wB97M-V/def2-TZVPD" multiplicity=6 s2=8.766 e_above_lowest_kcal_mol=57.9 charge=0
Ru 0.1489 -3.2219 1.5176
O -1.2793 0.2879 3.2790
S -0.3876 -0.6409 2.6299
O 0.6165 -1.2883 3.4605
O -1.2241 -1.7729 2.0009
O 0.3043 0.0040 1.4497
O -4.9246 -5.5964 3.0635
C -3.9863 -5.2331 2.1683
C -3.9413 -3.9753 1.5839
C -2.9246 -3.7019 0.6962
N -1.9665 -4.5786 0.3550
C -2.0577 -5.7805 0.9254
Br -0.7183 -7.0193 0.4307
C -3.0243 -6.1726 1.8217
H -5.4962 -4.8480 3.2680
H -4.6628 -3.2097 1.8415
H -2.8573 -2.7216 0.2438
H -3.0374 -7.1610 2.2552
C -2.0829 1.1677 -0.6700
C -1.4980 2.0027 0.4791
P 0.3192 2.1323 0.6317
C 0.6196 2.7997 2.2938
C 1.4000 2.1175 3.2196
C 1.6109 2.6600 4.4786
C 1.0414 3.8783 4.8180
C 0.2622 4.5639 3.8947
C 0.0550 4.0289 2.6344
C 0.8913 3.4784 -0.4533
C 0.3619 3.6357 -1.7368
C 0.9041 4.5635 -2.6138
C 1.9879 5.3357 -2.2241
C 2.5280 5.1829 -0.9538
C 1.9898 4.2572 -0.0737
C -1.3762 -0.1656 -0.9544
P 0.3995 0.1229 -1.3110
C 0.5008 0.1138 -3.1379
C 1.6851 -0.2952 -3.7568
C 1.8281 -0.2188 -5.1333
C 0.7950 0.2794 -5.9161
C -0.3806 0.6973 -5.3110
C -0.5262 0.6185 -3.9336
C 1.2763 -1.4094 -0.8692
C 0.7157 -2.6811 -0.9929
C 1.4395 -3.8044 -0.5813
C 2.7210 -3.6529 -0.0538
C 3.2878 -2.3913 0.0420
C 2.5654 -1.2774 -0.3563
H -2.1152 1.7711 -1.5799
H -3.1254 0.9603 -0.4177
H -1.7863 1.5863 1.4475
H -1.8904 3.0214 0.4220
H 1.8128 1.1493 2.9681
H 2.2053 2.1158 5.2005
H 1.1973 4.2918 5.8061
H -0.1847 5.5135 4.1594
H -0.5425 4.5717 1.9106
H -0.4793 3.0324 -2.0520
H 0.4846 4.6787 -3.6053
H 2.4150 6.0552 -2.9110
H 3.3729 5.7879 -0.6505
H 2.4101 4.1378 0.9168
H -1.8633 -0.6764 -1.7867
H -1.4194 -0.7978 -0.0668
H 2.4955 -0.6875 -3.1542
H 2.7494 -0.5512 -5.5946
H 0.9041 0.3384 -6.9911
H -1.1923 1.0836 -5.9146
H -1.4570 0.9428 -3.4837
H -0.2752 -2.8167 -1.4110
H 0.9964 -4.7875 -0.6822
H 3.2599 -4.5262 0.2875
H 4.2783 -2.2712 0.4604
H 2.9799 -0.2843 -0.2313
F 0.8663 -4.7493 2.5045

=====

14
Properties=species:S:1:pos:R:3 method="wB97M-V/def2-TZVPD" e_above_lowest_kcal_mol=136.3 charge=0
C -0.5381 -0.4740 1.3184
C 0.7805 -0.4921 1.3045
C -0.6242 0.2311 0.0129
C 0.8485 -0.1300 -0.0418
C -1.4631 -0.2895 -1.1323
O 2.1348 1.8208 -0.4760
H -1.2095 -1.0134 1.9810
H 1.4147 -1.0646 1.9949
H -0.7557 1.3397 0.2413
H 1.4844 -0.2414 -0.8838
H -0.9144 -0.2026 -1.9948
H -2.2847 0.2742 -1.2652
H -1.7458 -1.2953 -0.9725
H 2.8725 1.5371 -0.0866

=====

12
Properties=species:S:1:pos:R:3 method="wB97M-V/def2-TZVPD" smiles="O=[N+]([O-])[C@H]1SCN=C1Cl" e_above_lowest_kcal_mol=0.1 charge=0
O -3.2307 -1.9821 0.3549
N -2.2343 -1.4705 -0.0923
O -2.0040 -1.4070 -1.2730
C -1.3087 -0.5728 0.7800
S 0.3968 -1.1132 0.7004
C 0.8483 0.3981 -0.4723
N -0.2639 1.2319 -0.5461
C -1.3611 0.8323 0.0141
Cl -2.8801 1.6085 0.0105
H -1.6339 -0.6801 1.9226
H 1.1434 -0.1951 -1.3327
H 1.7186 0.9632 -0.0638

=====

93
Properties=species:S:1:pos:R:3 method="wB97M-V/def2-TZVPD" e_tot_ev=-158113.3164 charge=-1
N 0.4850 -0.4149 -1.2266
C -0.8035 -0.1920 -0.5968
N -0.5476 -0.1456 0.8473
N -1.3500 1.0325 -1.1722
C -1.8668 -1.2747 -0.8635
S -1.3715 -2.9998 -0.7317
O -2.4427 -3.6769 -0.0351
O -0.0544 -3.1109 -0.1478
N -1.3411 -3.3352 -2.3104
S -0.9491 -4.7361 -2.8469
O -1.1225 -5.8288 -1.9276
O -1.3774 -4.8804 -4.2077
Br 1.3134 -4.6646 -3.0732
H 0.3885 -0.9455 -2.0842
H 1.0353 -0.9878 -0.5993
H -1.4167 0.0336 1.3367
H 0.0675 0.6379 1.0416
H -2.2726 1.2275 -0.8017
H -0.7486 1.8163 -0.9488
H -2.6891 -1.1838 -0.1505
H -2.2591 -1.1331 -1.8660
O 5.3448 -3.4439 0.6974
C 4.4191 -4.2051 0.7748
O 4.5622 -5.4381 1.3145
C 3.3261 -6.1805 1.2031
C 2.2415 -5.1248 1.0558
C 2.9863 -4.0050 0.3363
H 3.3975 -6.8272 0.3267
H 3.2258 -6.7917 2.0974
H 1.3672 -5.4840 0.5139
H 1.9168 -4.7741 2.0364
H 2.9145 -4.1008 -0.7476
H 2.6382 -3.0085 0.5942
O 0.9976 -4.8028 4.2436
C 0.3545 -3.8077 4.0620
O 0.4987 -2.7111 4.8499
C -0.4301 -1.6891 4.4444
C -0.7905 -2.0171 3.0003
C -0.6772 -3.5358 2.9910
H -1.2979 -1.7395 5.1087
H 0.0596 -0.7259 4.5740
H -1.7703 -1.6444 2.7114
H -0.0523 -1.5929 2.3189
H -1.6060 -4.0304 3.2859
H -0.3626 -3.9439 2.0352
O -2.0427 4.0122 0.3878
C -2.6307 4.4390 -0.5671
O -2.5935 3.8406 -1.7689
C -3.2852 4.6344 -2.7482
C -4.2634 5.4918 -1.9483
C -3.4949 5.6849 -0.6445
H -2.5387 5.2390 -3.2569
H -3.7682 3.9638 -3.4547
H -4.5119 6.4220 -2.4556
H -5.1885 4.9426 -1.7648
H -2.8193 6.5415 -0.6944
H -4.1117 5.7701 0.2469
O -0.5895 5.9849 -2.6295
C 0.4439 5.7843 -2.0479
O 1.0317 4.5784 -2.0538
C 2.1811 4.5719 -1.1850
C 2.5998 6.0359 -1.0770
C 1.2540 6.7442 -1.2055
H 1.8726 4.1599 -0.2229
H 2.9281 3.9213 -1.6312
H 3.1252 6.2527 -0.1495
H 3.2478 6.3004 -1.9146
H 0.7686 6.8279 -0.2313
H 1.2946 7.7204 -1.6839
O 2.9594 -8.5795 -1.5240
C 1.9503 -9.0395 -1.9700
O 1.5957 -10.3338 -1.7239
C 0.4004 -10.6693 -2.4449
C -0.2843 -9.3390 -2.7298
C 0.9051 -8.3920 -2.8528
H 0.6904 -11.1878 -3.3632
H -0.1829 -11.3480 -1.8257
H -0.9225 -9.3695 -3.6104
H -0.8969 -9.0400 -1.8784
H 1.3001 -8.3493 -3.8701
H 0.6748 -7.3831 -2.5276
O 0.9083 6.8301 2.0289
C 0.4939 7.8625 2.4657
O 0.9439 8.3890 3.6289
C 0.2018 9.5719 3.9660
C -0.3788 10.0721 2.6465
C -0.5790 8.7657 1.8851
H -0.5774 9.2937 4.6790
H 0.8858 10.2695 4.4427
H -1.2860 10.6569 2.7815
H 0.3551 10.6934 2.1315
H -1.5461 8.3037 2.0945
H -0.4608 8.8446 0.8072

=====

17
Properties=species:S:1:pos:R:3 method="wB97M-V/def2-TZVPD" e_above_lowest_kcal_mol=131.3 charge=0
C -1.2472 0.5740 0.0732
N 0.5232 1.7942 -0.6191
N 1.3646 1.8565 0.3657
H -0.0378 2.6466 -0.6877
H 1.5880 0.7535 0.6544
H 1.1316 2.5014 1.1267
H -1.8703 -0.3060 -0.0473
H -1.2136 0.8235 1.1333
H -1.7269 1.3582 -0.5070
C -0.3365 -2.2082 0.1836
C 0.4293 -0.9476 -0.1234
O 0.6976 -0.8274 -1.4542
O 1.2706 -0.5483 0.7470
H 0.9405 0.1038 -1.6137
H -0.7454 -2.1615 1.1902
H -1.1320 -2.3694 -0.5404
H 0.3644 -3.0433 0.1188

=====

8
Properties=species:S:1:pos:R:3 method="wB97M-V/def2-TZVPD" smiles="C/N=C/Br" e_above_lowest_kcal_mol=22.1 charge=0
C 1.1446 -0.2038 0.3458
N -0.3571 -0.2616 0.4320
C -1.1751 0.1383 -0.3927
Br -2.9675 0.2681 0.2301
H 1.5962 -0.1855 1.3390
H 1.5582 0.6628 -0.2039
H 1.3469 -1.0152 -0.2513
H -1.1462 0.5970 -1.4991

=====

12
Properties=species:S:1:pos:R:3 method="wB97M-V/def2-TZVPD" e_above_lowest_kcal_mol=102.8 charge=0
C 1.9639 -0.5803 -0.0088
N -0.2864 0.9306 0.6410
C -0.7522 0.0097 -0.0055
N -1.2423 -0.9332 -0.6298
C -2.0312 1.3550 0.3027
O -2.1450 2.5133 0.3713
H 2.1144 -1.6498 0.1369
H 2.8752 -0.0113 0.1678
H 1.6033 -0.3787 -1.0263
H 1.2538 -0.2495 0.7491
H -0.5109 -1.6137 -0.7763
H -2.8426 0.6078 0.0782

=====

20
Properties=species:S:1:pos:R:3 method="wB97M-V/def2-TZVPD" smiles="C=C(C)CCN.O" e_above_lowest_kcal_mol=23.9 charge=0
C 1.0739 -1.5458 -0.5770
C 1.2658 -0.2512 -0.3795
C 2.5069 0.2835 0.2669
C 0.2198 0.7778 -0.7395
C -0.4357 1.3930 0.5063
N -1.0445 0.3687 1.3295
H 1.7304 -2.3537 -0.2623
H 0.1584 -1.9413 -1.0011
H 3.0741 0.9524 -0.3984
H 3.1600 -0.5585 0.5082
H 2.3118 0.7983 1.2185
H -0.5490 0.3614 -1.4020
H 0.7686 1.5513 -1.2675
H 0.2640 2.0215 1.0634
H -1.1817 2.1093 0.1452
H -0.3382 -0.3663 1.4066
H -1.1741 0.7164 2.2679
O -2.9353 -1.0906 -0.5880
H -2.2312 -0.7542 -0.0136
H -3.1239 -0.4523 -1.2730

=====

13
Properties=species:S:1:pos:R:3 method="wB97M-V/def2-TZVPD" e_above_lowest_kcal_mol=155.1 charge=0
C 0.0674 -0.0344 0.2381
C 1.1154 -0.8102 -0.3114
C 2.4574 -0.4295 -0.0153
C -2.2157 0.5178 0.1177
N -1.0623 0.0227 -0.5527
O -0.9665 -0.1070 -1.7944
H -0.0518 0.2249 1.2933
H 3.0527 -0.1954 -0.8742
H 2.4939 0.4423 0.7055
H 2.9010 -1.4396 0.3819
H -2.3538 -0.0383 1.0261
H -2.3194 1.5490 0.2862
H -3.1185 0.2979 -0.5008

=====

88
Properties=species:S:1:pos:R:3 method="wB97M-V/def2-TZVPD" e_above_lowest_kcal_mol=39.9 charge=+2
Ta -0.8811 -0.2133 0.9038
C -1.9851 1.0794 -0.7438
C -1.7685 -0.3575 -1.0931
C -0.4378 -0.3347 -1.8072
C 0.0053 0.9741 -1.8037
C -0.9882 1.8703 -1.2953
C -1.0588 3.3373 -1.5868
C 0.3145 3.9907 -1.7463
C -1.9279 4.1144 -0.5986
C -1.7707 3.3580 -2.9690
C 0.3365 -1.3977 -2.5810
C 0.4844 -2.7640 -1.9019
C -0.3731 -1.5874 -3.9400
C 1.7679 -0.9154 -2.8838
C -3.0799 -1.0884 -1.5415
C -2.9432 -2.6055 -1.5445
C -3.4315 -0.5883 -2.9514
C -4.2661 -0.7252 -0.6294
H -2.9497 1.4469 -0.4337
H 0.9530 1.3055 -2.1927
H 0.9120 3.9249 -0.8389
H 0.1813 5.0456 -1.9845
H 0.8793 3.5454 -2.5652
H -1.4676 4.2063 0.3860
H -2.9200 3.6756 -0.4854
H -2.0713 5.1277 -0.9732
H -1.2144 2.7926 -3.7170
H -1.8351 4.3935 -3.3041
H -2.7817 2.9557 -2.9020
H -0.4254 -3.1253 -1.4344
H 1.2795 -2.7482 -1.1623
H 0.7701 -3.4909 -2.6630
H -1.2890 -2.1687 -3.8524
H 0.2986 -2.1392 -4.5975
H -0.6011 -0.6338 -4.4175
H 2.2974 -0.6209 -1.9733
H 1.7946 -0.0882 -3.5927
H 2.3168 -1.7391 -3.3398
H -2.2119 -2.9574 -2.2647
H -3.9017 -3.0491 -1.8160
H -2.6839 -2.9897 -0.5528
H -2.7011 -0.8870 -3.6996
H -3.5151 0.4993 -2.9673
H -4.3987 -0.9955 -3.2477
H -4.0704 -0.8893 0.4323
H -5.1083 -1.3622 -0.8980
H -4.5977 0.3021 -0.7762
N 9.4648 -1.2217 1.1552
C 8.3229 -1.1082 1.1601
C 6.8980 -0.9615 1.1600
C 6.2604 -0.3767 2.2534
C 4.8877 -0.2150 2.2414
C 4.1414 -0.6546 1.1474
C 4.7806 -1.2681 0.0701
C 6.1562 -1.4075 0.0674
C 2.6720 -0.5035 1.1271
C 2.1204 0.7798 1.2401
C 2.8548 1.9746 1.3599
C 1.9509 3.0113 1.5161
C 0.6916 2.4353 1.4454
N 0.7467 1.0950 1.2644
C 1.9169 -1.6808 1.0539
C 2.3783 -2.9892 1.2525
C 1.2648 -3.8268 1.2879
C 0.1621 -3.0153 1.1093
N 0.5237 -1.7028 0.9766
H 6.8432 -0.0568 3.1058
H 4.3900 0.2255 3.0957
H 4.2012 -1.6226 -0.7730
H 6.6607 -1.8669 -0.7708
H 3.9290 2.0426 1.3438
H 2.1626 4.0577 1.6550
H -0.2489 2.9540 1.4912
H 3.4094 -3.2677 1.3981
H 1.2475 -4.8936 1.4307
H -0.8690 -3.3261 1.0437
Cl -2.2236 1.5672 2.2213
C -2.7890 0.8279 3.7060
C -3.2645 1.6296 4.7194
C -3.7588 0.9914 5.8495
C -3.7683 -0.3905 5.9359
C -3.2777 -1.1683 4.8964
Cl -3.2954 -2.8789 5.0225
C -2.7726 -0.5583 3.7440
S -2.1499 -1.5196 2.4213
H -3.2540 2.7066 4.6369
H -4.1420 1.5814 6.6700
H -4.1591 -0.8828 6.8151

=====

53
Properties=species:S:1:pos:R:3 method="wB97M-V/def2-TZVPD" multiplicity=3 s2=2.048 e_above_lowest_kcal_mol=12.4 charge=+3
Mo 0.3736 -0.2277 0.1120
Cl 5.1867 5.0064 0.9038
C 4.1253 3.7653 0.4312
C 4.4093 3.0086 -0.7153
C 3.5671 1.9902 -1.1404
C 2.4402 1.7180 -0.4050
O 1.5734 0.7478 -0.8766
C 2.1165 2.4669 0.7575
C 0.8922 2.3438 1.4505
N 0.0044 1.3849 1.2740
C -1.3633 1.4663 1.7125
C -1.8670 2.1897 2.7566
C -3.2646 2.2240 2.9661
C -4.1187 1.5733 2.1170
C -3.6044 0.8238 1.0265
C -4.4008 0.1870 0.0573
C -3.8174 -0.4767 -1.0060
C -2.4393 -0.5468 -1.0893
N -1.6409 0.0236 -0.1654
C -2.2172 0.7471 0.8712
C 2.9817 3.5114 1.1488
H 5.3005 3.2417 -1.2853
H 3.7787 1.4302 -2.0410
H 0.6215 3.1446 2.1350
H -1.2182 2.7397 3.4277
H -3.6556 2.7905 3.7998
H -5.1899 1.6277 2.2651
H -5.4812 0.2391 0.1364
H -4.4173 -0.9439 -1.7743
H -1.9530 -1.0687 -1.9037
H 2.7456 4.1136 2.0172
C 0.9085 -3.6672 2.7389
C 0.3322 -4.0861 1.3922
As 0.6075 -2.8219 -0.0425
C 2.5246 -2.5415 -0.2357
C 3.0221 -1.6107 0.8810
C -0.0811 -3.5845 -1.6915
C 0.5787 -4.9356 -1.9726
H 0.5542 -4.3607 3.5006
H 0.5938 -2.6687 3.0453
H 1.9968 -3.7097 2.7491
H -0.7449 -4.2476 1.4375
H 0.7899 -5.0004 1.0129
H 2.6967 -2.1328 -1.2314
H 3.0185 -3.5116 -0.1915
H 2.2674 -0.8863 1.2883
H 3.8643 -0.9987 0.5635
H 3.3042 -2.1569 1.7786
H 0.1166 -2.8656 -2.4880
H -1.1612 -3.6710 -1.5694
H 1.6639 -4.8631 -2.0437
H 0.2148 -5.3014 -2.9328
H 0.3219 -5.6794 -1.2209

=====

19
Properties=species:S:1:pos:R:3 method="wB97M-V/def2-TZVPD" smiles="[H]/N=C(/C=O)CC(C)C" e_above_lowest_kcal_mol=30.8 charge=0
H 1.8897 -1.9676 1.4152
N 2.1057 -1.4855 0.5421
C 1.4241 -0.4334 0.3307
C 1.8891 0.4063 -0.8183
O 1.6531 1.5748 -0.9669
C 0.2991 0.1142 1.1789
C -1.0244 0.0371 0.3950
C -1.4445 1.3824 -0.1801
C -0.8810 -1.0408 -0.7714
H 2.4780 -0.1749 -1.5480
H 0.5255 1.1488 1.4173
H 0.2419 -0.4749 2.0938
H -1.8048 -0.3310 1.0683
H -0.6339 1.8332 -0.7477
H -2.3020 1.2599 -0.8415
H -1.7273 2.0643 0.6203
H -1.8442 -1.1017 -1.2751
H -0.6627 -2.0174 -0.3434
H -0.1814 -0.7940 -1.5690